Record 1
DFT (ωB97M-V/def2-TZVPD) results for the molecule C5H10.

Each line ends with the Mulliken charge.
CARTESIAN COORDINATES (ANGSTROEM)
1 C 0.3712 -0.9642 -1.2561  -1.313
2 C 0.9323 -0.6259 0.1078  0.166
3 C 0.0490 -0.7257 1.3404  -0.771
4 C 0.4727 0.6073 0.8186  -0.028
5 C -0.8953 1.5225 -0.0535  -1.119
6 H 0.5202 -2.0209 -1.4985  0.360
7 H -0.7023 -0.7582 -1.3039  0.301
8 H 0.8638 -0.3652 -2.0315  0.295
9 H 1.9662 -0.9689 0.2319  0.345
10 H 0.4308 -1.1930 2.2529  0.266
11 H -0.9956 -0.9642 1.1505  0.189
12 H 0.3889 1.6669 0.8703  0.389
13 H -1.7501 0.8909 0.1230  0.311
14 H -0.6158 1.6170 -1.1047  0.232
15 H -1.1553 2.5560 0.3021  0.375

Properties
relative energy (zero: lowest compared OMol25 entry of this formula, charge and spin) = 397.9 kJ/mol
Kohn-Sham gap = 9.9 eV
net charge = 0
SMILES = C[C@@H]1C[C@@H]1C

Record 2
DFT (ωB97M-V/def2-TZVPD) results for a structure of composition C16H20B2F20O8Sn2.

Each line ends with the Mulliken charge.
CARTESIAN COORDINATES (ANGSTROEM)
1 Sn -1.8320 -1.8113 3.4996  1.680
2 Sn -3.1918 -0.4607 -1.6224  1.649
3 B -3.1704 -2.6932 0.6674  -0.217
4 F -3.5945 -3.2929 -0.5100  -0.318
5 F -3.3256 -3.5367 1.7624  -0.307
6 F -1.8273 -2.2910 0.5356  0.224
7 F -3.8693 -1.4804 0.8572  -0.175
8 B -1.0909 0.7827 1.0980  0.529
9 F -2.4442 0.5858 1.5003  -0.568
10 F -0.3818 -0.2847 1.7472  -0.240
11 F -0.9397 0.5362 -0.2718  -0.173
12 F -0.6804 2.0100 1.5094  -0.290
13 C 3.1818 -3.7997 3.8492  -1.434
14 C 3.2775 -2.6799 2.8079  -0.051
15 O 2.7176 -2.9750 1.5134  -0.115
16 C 1.4457 -3.0718 1.3472  0.337
17 O 0.6164 -2.8470 2.2151  -0.487
18 C 1.0441 -3.4137 -0.1005  0.802
19 F 2.1212 -3.6151 -0.8550  -0.250
20 F 0.2257 -4.4456 -0.1799  -0.261
21 F 0.4498 -2.3257 -0.6197  -0.115
22 H 3.2426 -4.7730 3.3668  0.341
23 H 2.2615 -3.7273 4.4269  0.235
24 H 4.0109 -3.6045 4.5260  0.475
25 H 4.3364 -2.4887 2.6762  0.375
26 H 2.7389 -1.8049 3.1686  0.197
27 C -7.1488 5.3701 -1.1012  -1.179
28 C -6.2760 4.1469 -1.1434  -0.152
29 O -6.1665 3.5822 0.1819  -0.173
30 C -5.8827 2.3403 0.3692  0.465
31 O -5.5092 1.5556 -0.4798  -0.575
32 C -5.9844 1.8982 1.8417  0.835
33 F -6.7060 0.7665 1.8883  -0.259
34 F -4.7873 1.6030 2.3548  -0.186
35 F -6.5911 2.8100 2.5795  -0.222
36 H -8.2143 5.1631 -1.1758  0.321
37 H -6.8732 6.0452 -1.9119  0.361
38 H -6.9818 5.9603 -0.1992  0.326
39 H -5.2880 4.4452 -1.4999  0.253
40 H -6.6384 3.3966 -1.8459  0.300
41 C 0.7558 -1.1237 -5.9851  -1.139
42 C 0.1091 0.1127 -5.3969  -0.135
43 O 0.8482 0.6637 -4.3107  -0.296
44 C 0.6590 0.2991 -3.0791  0.226
45 O -0.1909 -0.4920 -2.7250  -0.433
46 C 1.7440 0.8405 -2.1160  0.957
47 F 1.7588 0.1131 -1.0146  -0.222
48 F 2.9241 0.8301 -2.7228  -0.250
49 F 1.4827 2.1187 -1.8081  -0.274
50 H 0.7977 -1.9760 -5.3123  0.310
51 H 1.7582 -0.9330 -6.3738  0.320
52 H 0.2162 -1.3257 -6.9136  0.404
53 H -0.9433 -0.1062 -5.1969  0.165
54 H 0.0750 0.8992 -6.1492  0.365
55 C 3.0560 1.6299 1.8675  -0.885
56 C 3.9602 0.4171 1.8868  0.219
57 O 5.3189 0.7756 1.6293  -0.308
58 C 6.1057 -0.1303 1.0894  0.420
59 O 5.7857 -1.2192 0.7091  -0.504
60 C 7.5703 0.3228 0.9357  0.858
61 F 8.3091 -0.2129 1.9092  -0.243
62 F 8.0035 -0.1240 -0.2422  -0.237
63 F 7.7377 1.6423 0.9688  -0.236
64 H 3.5135 2.4760 1.3566  0.356
65 H 2.6359 1.9317 2.8250  0.303
66 H 2.1483 1.4418 1.2850  -0.057
67 H 3.6846 -0.4099 1.2317  0.152
68 H 3.9017 -0.0367 2.8784  0.205

Properties
relative energy (zero: lowest compared OMol25 entry of this formula, charge and spin) = 167.2 kJ/mol
Kohn-Sham gap = 5.3 eV
net charge = +2

Record 3
DFT (ωB97M-V/def2-TZVPD) results for a structure of composition C37H36N5OPPbSb.

Each line ends with the Mulliken charge.
CARTESIAN COORDINATES (ANGSTROEM)
1 Pb -0.7797 1.3354 -0.6295  1.305
2 C -0.3996 -2.7355 2.7508  -1.876
3 C 0.4953 -1.9130 1.9376  0.939
4 C 1.4112 -2.6269 1.1568  -0.814
5 C 3.5222 -0.9945 1.5846  -1.858
6 C 2.6245 0.3113 1.5734  -0.948
7 C 1.2891 0.4122 1.6691  -0.008
8 N 0.3777 -0.6067 2.1345  0.106
9 Sb -0.9935 0.1712 3.5576  0.925
10 C -2.6354 -0.3914 2.3881  -0.151
11 C -3.8232 -0.5654 3.0622  -0.757
12 C -4.9779 -1.0265 2.4127  -0.908
13 C -4.8456 -1.3654 1.0829  -0.665
14 C -3.6204 -1.2080 0.4652  0.489
15 C -3.4368 -1.7505 -0.9488  -1.182
16 N -2.5241 -0.6714 1.0347  0.800
17 C -1.4282 2.8762 2.3741  0.325
18 C -1.6165 3.7971 3.3554  -0.914
19 C -2.6648 4.6711 3.0765  -0.465
20 C -3.4794 4.5210 1.9762  -0.836
21 C -3.2300 3.4546 1.0775  0.303
22 C -4.0157 3.2217 -0.2043  -1.178
23 N -2.1777 2.6782 1.3177  0.566
24 H 0.1498 -3.6055 3.1481  0.675
25 H -1.1390 -3.1635 2.0748  0.323
26 H -0.8252 -2.1999 3.6180  0.261
27 H 1.2074 -3.7080 1.2183  0.606
28 H 4.4361 -0.7572 1.0581  0.528
29 H 3.2157 1.2078 1.3701  0.495
30 H -3.8718 -0.3561 4.1508  0.471
31 H -5.8510 -1.1689 2.9857  0.550
32 H -5.7238 -1.7367 0.5339  0.537
33 H -3.1683 -2.8076 -1.0511  0.281
34 H -2.6376 -1.1960 -1.3969  0.060
35 H -4.3426 -1.6174 -1.5274  0.546
36 H -0.9367 3.9055 4.2428  0.477
37 H -2.8510 5.5104 3.8150  0.421
38 H -4.3324 5.1844 1.8091  0.494
39 H -3.2790 3.3501 -1.0521  0.198
40 H -4.8712 3.9115 -0.3353  0.452
41 H -4.3634 2.1966 -0.1774  0.218
42 N 2.4432 0.0785 -1.5223  0.280
43 P 1.0618 -0.7937 -1.0527  1.205
44 C 0.5932 -1.4871 -2.6979  0.237
45 C 1.2713 -1.0630 -3.8721  -0.959
46 C 0.8549 -1.5444 -5.1212  -0.883
47 C -0.1969 -2.4398 -5.1816  -0.593
48 C -0.9316 -2.7925 -4.0310  -0.996
49 C -0.5089 -2.3243 -2.8124  0.021
50 C 1.9493 -2.2529 -0.2959  1.779
51 C 2.8929 -2.2241 0.9754  1.387
52 C 3.8111 -3.3809 1.1353  -1.201
53 C 3.7636 -4.4367 0.2917  -0.995
54 C 3.0010 -4.4034 -0.9121  -0.794
55 C 2.2283 -3.3608 -1.2040  -1.512
56 C 2.4577 1.4188 -1.8636  0.014
57 C 3.6332 2.0546 -2.2760  -0.902
58 C 3.5741 3.3892 -2.6555  -0.511
59 C 2.3585 4.0787 -2.6291  -0.890
60 C 1.2705 3.3909 -2.1972  -0.136
61 N 1.2838 2.1109 -1.8255  0.128
62 H 3.2986 -0.3714 -1.6945  0.319
63 H 2.0580 -0.3810 -3.7892  0.669
64 H 1.3130 -1.1662 -5.9928  0.514
65 H -0.5511 -2.7762 -6.1639  0.383
66 H -1.7472 -3.4507 -4.1363  0.512
67 H -0.9689 -2.6627 -1.9283  0.816
68 H 3.7428 -1.2679 2.6099  0.617
69 H 4.4765 -3.3126 2.0177  0.473
70 H 4.3703 -5.3063 0.4651  0.504
71 H 3.0584 -5.2425 -1.5843  0.538
72 H 1.7359 -3.3668 -2.1629  0.346
73 H 4.5529 1.4652 -2.3950  0.492
74 H 4.5291 3.8934 -2.9226  0.441
75 H 2.2788 5.1428 -2.7797  0.437
76 H 0.3155 3.9076 -2.1026  0.371
77 C 1.4776 2.9232 1.4100  -1.966
78 C 0.6310 1.6996 1.2999  1.137
79 O -0.4124 1.8955 2.5225  -0.340
80 H 2.0517 2.8877 2.3238  0.608
81 H 0.8767 3.8141 1.4350  0.393
82 H 2.2139 3.1126 0.6266  0.270

Properties
Kohn-Sham gap = 6.8 eV
net charge = +3

| no. | highest occupied orbital energy (eV) | DFT total energy (eV) |
| --- | --- | --- |
| 1 | -8.73 | -5343.14179 |
| 2 | -14.68 | -100656.01812 |
| 3 | -15.98 | -69498.44867 |